{"formula": "C4H9NO", "method": "ωB97M-V/def2-TZVPD", "total_energy_ha": -287.7319, "fmax_ha_per_bohr": 0.07873, "homo_ev": -9.107, "smiles": "CCNCC=O", "orbital_gap_ev": 10.016, "total_charge": 0, "lumo_ev": 0.9089, "species": ["C", "C", "N", "C", "C", "O", "H", "H", "H", "H", "H", "H", "H", "H", "H"], "coordinates": [[0.325774, 1.885527, -0.205417], [-0.602487, 0.977182, 0.717801], [-0.810214, -0.435362, 0.332323], [0.447866, -0.944147, -0.249870], [0.118097, -2.366643, -0.657542], [0.665368, -3.442913, -0.416512], [-0.067243, 2.146287, -1.168032], [1.336146, 1.471705, -0.227641], [0.343976, 2.850722, 0.389068], [-1.513216, 1.429777, 0.759663], [-0.256861, 1.041084, 1.792298], [-1.173301, -1.236507, 1.060426], [0.634206, -0.283729, -1.142312], [1.331884, -0.733619, 0.354963], [-0.779995, -2.359363, -1.339216]], "atomic_forces_ev_per_a": [[-0.536, 0.009, 2.833], [2.074, -0.871, 1.151], [0.224, -2.276, 0.626], [-0.504, 0.613, -0.399], [0.699, -1.771, -1.063], [-0.746, 2.517, 0.050], [-0.229, -0.354, -0.582], [-0.105, 0.370, -0.274], [0.240, -0.970, -0.748], [-2.769, 1.273, -0.085], [0.313, 0.008, -1.033], [1.134, 3.498, -1.692], [-0.261, -1.195, 0.244], [0.127, -0.794, 0.446], [0.339, -0.057, 0.528]]}

{"formula": "C4H9NO", "method": "ωB97M-V/def2-TZVPD", "total_energy_ha": -287.7176, "fmax_ha_per_bohr": 0.08446, "homo_ev": -7.262, "smiles": "C=C/C=C/N.O", "orbital_gap_ev": 7.883, "total_charge": 0, "lumo_ev": 0.6210, "species": ["C", "C", "C", "C", "N", "H", "H", "H", "H", "H", "H", "H", "O", "H", "H"], "coordinates": [[3.160170, 0.237663, 1.787252], [2.158059, -0.413427, 1.098210], [0.731117, -0.301812, 1.417705], [-0.367368, -0.698591, 0.634821], [-1.632619, -0.216689, 0.905246], [4.088879, 0.500938, 1.374782], [3.214406, 0.917868, 2.714728], [2.290237, -0.988352, 0.150076], [0.399912, 0.034527, 2.388849], [-0.271312, -1.300587, -0.223130], [-2.455631, -0.627634, 0.365787], [-1.676932, 0.594590, 1.423791], [-3.157277, 1.068707, -4.455360], [-3.695715, 1.016385, -5.238219], [-2.785926, 0.176415, -4.344540]], "atomic_forces_ev_per_a": [[-1.343, 0.690, 0.272], [0.047, 1.000, 0.718], [-2.049, -1.538, -0.862], [2.187, 1.814, 2.224], [-0.890, -3.460, -2.470], [1.404, -0.978, -1.200], [-1.650, -1.417, -1.081], [0.646, 0.775, 0.762], [0.370, 0.708, 0.205], [0.169, -0.615, -1.071], [1.790, 1.352, 1.438], [-0.681, 1.673, 1.065], [0.520, -0.496, 0.546], [-0.307, -0.034, -0.456], [-0.213, 0.527, -0.090]]}

{"formula": "C4H9NO", "method": "ωB97M-V/def2-TZVPD", "total_energy_ha": -287.5825, "fmax_ha_per_bohr": 0.15620, "homo_ev": -8.999, "orbital_gap_ev": 9.175, "total_charge": 0, "lumo_ev": 0.1758, "species": ["C", "C", "C", "C", "H", "H", "H", "H", "H", "H", "H", "H", "H", "N", "O"], "coordinates": [[-0.362019, 0.369954, 0.870671], [0.031208, -1.133578, 0.558820], [0.129743, -0.584370, -0.994693], [-0.385615, 0.683020, -0.621724], [0.333201, 2.254913, 1.536522], [0.502385, 1.395813, 2.628797], [-1.382292, 0.500993, 1.323945], [-0.866386, -1.912167, 0.683290], [0.982166, -1.938196, 1.023760], [1.353288, -0.662598, -1.167471], [0.335249, -1.573485, -3.074770], [0.508046, 1.468193, -0.991977], [-1.485814, 0.989957, -1.187976], [0.676519, 1.292377, 1.519837], [-0.369680, -1.150825, -2.107032]], "atomic_forces_ev_per_a": [[0.129, 1.443, 1.255], [-0.363, -3.764, -0.450], [6.835, -4.173, 0.613], [-0.922, 5.510, -2.272], [-0.191, 0.232, -1.914], [0.785, -1.967, -2.405], [1.012, -0.417, -0.162], [1.459, 2.067, -0.166], [-2.508, 3.320, -1.272], [-2.696, 1.056, 0.714], [-2.766, 2.177, 5.224], [-2.879, -1.251, 1.229], [3.212, -0.945, 1.833], [-1.415, 0.013, 3.744], [0.307, -3.299, -5.971]]}

{"formula": "C4H9NO", "method": "ωB97M-V/def2-TZVPD", "total_energy_ha": -287.7944, "fmax_ha_per_bohr": 0.00786, "homo_ev": -9.168, "smiles": "CC(=O)N(C)C", "orbital_gap_ev": 10.080, "total_charge": 0, "lumo_ev": 0.9120, "species": ["C", "C", "O", "N", "C", "C", "H", "H", "H", "H", "H", "H", "H", "H", "H"], "coordinates": [[-1.198379, -0.872156, 1.158453], [-0.819561, 0.486520, 0.613012], [-1.563292, 1.440081, 0.709420], [0.328416, 0.543179, -0.190770], [1.355461, -0.470079, -0.037418], [-0.009185, 0.862651, -1.570504], [-2.047232, -0.776979, 1.834133], [-0.384685, -1.427996, 1.626294], [-1.514236, -1.447995, 0.277091], [2.267835, -0.120397, -0.534063], [1.591302, -0.594186, 1.024251], [1.089368, -1.452431, -0.464972], [0.902125, 1.023768, -2.149980], [-0.632296, 1.756519, -1.595019], [-0.567377, 0.029343, -2.032468]], "atomic_forces_ev_per_a": [[-0.026, -0.033, 0.135], [-0.194, 0.082, -0.052], [0.204, -0.335, -0.099], [-0.121, -0.035, 0.135], [0.076, -0.127, 0.030], [0.027, 0.124, -0.190], [0.139, 0.003, -0.028], [-0.099, 0.135, 0.010], [0.029, -0.014, 0.162], [-0.195, -0.057, 0.068], [-0.015, -0.025, -0.232], [0.006, 0.154, 0.056], [-0.083, 0.080, 0.076], [0.142, -0.087, -0.037], [0.111, 0.133, -0.033]]}

{"formula": "C4H9NO", "method": "ωB97M-V/def2-TZVPD", "total_energy_ha": -287.7349, "fmax_ha_per_bohr": 0.04841, "homo_ev": -8.192, "smiles": "C=CN.CC=O", "orbital_gap_ev": 9.084, "total_charge": 0, "lumo_ev": 0.8918, "species": ["C", "C", "N", "H", "H", "H", "H", "H", "C", "C", "O", "H", "H", "H", "H"], "coordinates": [[-3.073118, 1.326211, 0.359318], [-2.215065, 0.442996, 0.890133], [-0.814403, 0.595782, 0.854903], [-2.776548, 2.344537, 0.234942], [-4.107123, 1.073944, 0.220927], [-2.492422, -0.542591, 1.251323], [-0.257351, 0.617734, 0.015271], [-0.324418, 0.119601, 1.648203], [2.212109, -0.604625, -1.433658], [2.409197, -1.266803, -0.054721], [1.547764, -1.271429, 0.776904], [3.183990, -0.557864, -1.926662], [1.882584, 0.376733, -1.073056], [1.319240, -1.070945, -1.909154], [3.505564, -1.583281, 0.145327]], "atomic_forces_ev_per_a": [[0.370, -0.794, 0.974], [0.606, -0.031, -1.417], [0.602, -0.067, 2.414], [0.306, 0.379, -0.625], [-0.298, -0.030, 0.172], [-0.561, 0.054, 0.043], [-0.592, 0.004, 0.036], [-0.577, 0.525, -1.594], [-0.687, -0.514, 1.819], [1.290, 0.553, -0.711], [0.231, -0.504, 0.178], [-0.564, -0.060, -0.542], [0.196, 0.239, -0.643], [1.030, 0.257, -0.207], [-1.352, -0.011, 0.102]]}

{"formula": "C4H9NO", "method": "ωB97M-V/def2-TZVPD", "total_energy_ha": -287.7596, "fmax_ha_per_bohr": 0.01867, "homo_ev": -9.745, "smiles": "C[C@@H](O)[C@H]1CN1", "orbital_gap_ev": 10.780, "total_charge": 0, "lumo_ev": 1.0350, "species": ["C", "C", "O", "C", "C", "N", "H", "H", "H", "H", "H", "H", "H", "H", "H"], "coordinates": [[-0.138592, -0.617966, -1.793194], [-0.043453, -0.905462, -0.297812], [1.254345, -1.301712, 0.086952], [-0.514825, 0.314008, 0.472413], [-0.074630, 0.679823, 1.832297], [0.436808, 1.401146, 0.661751], [0.244313, -1.461398, -2.373470], [-1.178668, -0.431272, -2.087358], [0.446911, 0.277387, -2.035943], [-0.693788, -1.751874, -0.040880], [1.814356, -0.515423, 0.005819], [-1.519846, 0.636521, 0.198099], [0.787938, 0.234377, 2.298928], [-0.835820, 1.124652, 2.477996], [0.014952, 2.317193, 0.594401]], "atomic_forces_ev_per_a": [[0.016, -0.001, -0.063], [-0.252, 0.062, -0.058], [0.212, 0.240, -0.027], [-0.140, -0.049, -0.096], [0.186, 0.201, 0.164], [-0.041, 0.449, -0.185], [-0.046, 0.102, 0.077], [0.158, -0.043, 0.041], [-0.046, -0.148, 0.012], [0.073, 0.156, -0.030], [-0.014, -0.071, 0.048], [0.022, -0.211, 0.172], [-0.429, -0.763, 0.395], [0.418, 0.067, -0.125], [-0.117, 0.009, -0.323]]}

{"formula": "C4H9NO", "method": "ωB97M-V/def2-TZVPD", "total_energy_ha": -287.7484, "fmax_ha_per_bohr": 0.07204, "homo_ev": -9.539, "smiles": "C=CC.NC=O", "orbital_gap_ev": 10.509, "total_charge": 0, "lumo_ev": 0.9707, "species": ["C", "C", "C", "H", "H", "H", "H", "H", "H", "N", "C", "O", "H", "H", "H"], "coordinates": [[-1.417043, -1.416998, -0.556364], [-2.009838, -0.377083, 0.058029], [-1.596760, -0.063394, 1.560610], [-1.475591, -1.825486, -1.544121], [-0.845682, -2.049457, 0.263559], [-2.594214, 0.380464, -0.392576], [-2.421193, 0.006655, 2.307215], [-1.224802, 0.941283, 1.440734], [-0.977797, -0.841335, 1.872393], [2.527554, 0.763653, -1.533984], [2.301668, 1.030049, -0.188381], [2.423408, 0.163081, 0.681540], [2.461307, -0.188398, -1.880482], [2.891589, 1.471434, -2.146063], [1.957398, 2.005530, 0.057894]], "atomic_forces_ev_per_a": [[0.470, -0.628, 3.612], [1.492, -1.118, 1.521], [-2.909, 0.688, -2.187], [-0.209, 0.301, -0.418], [-0.823, 0.916, -2.278], [-0.686, 0.465, -0.741], [0.140, -0.106, -0.831], [0.945, 0.180, 0.677], [1.613, -0.681, 0.631], [-0.413, 0.204, 0.713], [0.860, -3.355, 0.250], [-0.548, 1.406, -1.345], [0.428, 0.348, 0.418], [-0.342, 0.090, -0.071], [-0.018, 1.289, 0.049]]}

{"formula": "C4H9NO", "method": "ωB97M-V/def2-TZVPD", "total_energy_ha": -287.7423, "fmax_ha_per_bohr": 0.04896, "homo_ev": -9.420, "smiles": "C[C@H]1O[C@H]1CN", "orbital_gap_ev": 10.540, "total_charge": 0, "lumo_ev": 1.1197, "species": ["C", "C", "O", "C", "C", "N", "H", "H", "H", "H", "H", "H", "H", "H", "H"], "coordinates": [[-1.994512, 0.907581, -0.213426], [-1.300327, -0.374749, 0.265456], [-0.459309, -1.065832, -0.589923], [0.182849, -0.541364, 0.577426], [1.171455, 0.579643, 0.434177], [2.353099, 0.327174, -0.384179], [-2.695421, 0.520626, -0.978859], [-1.380112, 1.605533, -0.742560], [-2.583705, 1.284373, 0.683325], [-1.942231, -1.096246, 0.839311], [0.510796, -1.361813, 1.166523], [1.414824, 0.893986, 1.447472], [0.620583, 1.467314, 0.032103], [2.006885, 0.068772, -1.320935], [2.894378, -0.572772, -0.099549]], "atomic_forces_ev_per_a": [[-1.241, -1.964, 0.970], [0.391, -0.366, 1.726], [0.693, 0.120, -1.475], [-1.317, 0.480, -0.886], [-0.921, 0.754, -0.216], [0.832, -2.186, -0.242], [-0.071, 0.417, 0.426], [0.517, 0.558, 0.247], [0.785, 0.052, -1.376], [0.238, 0.994, -0.489], [0.072, -0.511, 0.972], [0.472, -0.096, 0.107], [0.662, -0.655, -0.020], [0.252, 0.313, 0.469], [-1.366, 2.089, -0.212]]}

{"formula": "C4H9NO", "method": "ωB97M-V/def2-TZVPD", "total_energy_ha": -287.6612, "fmax_ha_per_bohr": 0.08526, "homo_ev": -7.981, "orbital_gap_ev": 8.251, "total_charge": 0, "lumo_ev": 0.2693, "species": ["C", "C", "C", "C", "N", "O", "H", "H", "H", "H", "H", "H", "H", "H", "H"], "coordinates": [[0.689297, 1.975013, -1.545295], [-0.317502, 0.959321, -1.815267], [-1.157621, 0.356620, -0.873540], [-0.571247, 0.014083, 0.391246], [-1.494374, -0.373400, 1.374099], [0.620122, -0.071940, 0.682743], [1.144864, 2.459363, -2.392418], [0.602023, 2.608537, -0.677465], [0.941679, 0.813561, -1.403215], [-0.520554, 0.687362, -2.852254], [2.999982, -4.834148, 2.874840], [2.662991, -4.442091, 3.409484], [-2.218494, 0.170073, -0.906002], [-1.092975, -0.553031, 2.285006], [-2.288191, 0.230680, 1.448038]], "atomic_forces_ev_per_a": [[-0.629, -1.433, -0.635], [-4.194, 1.151, -0.551], [1.572, 0.784, 0.228], [-0.060, -0.014, 2.294], [-0.030, -0.030, 0.009], [0.108, 0.170, -0.839], [0.254, -0.502, -0.222], [0.147, -0.678, 0.468], [2.872, 0.606, 0.951], [0.119, 0.497, -0.137], [-0.041, 0.047, 0.066], [0.041, -0.046, -0.067], [0.133, -0.647, -1.187], [0.250, 0.031, -0.257], [-0.541, 0.064, -0.121]]}

{"formula": "C4H9NO", "method": "ωB97M-V/def2-TZVPD", "total_energy_ha": -287.7043, "fmax_ha_per_bohr": 0.09999, "homo_ev": -8.639, "orbital_gap_ev": 9.587, "total_charge": 0, "lumo_ev": 0.9488, "species": ["C", "C", "C", "C", "N", "O", "H", "H", "H", "H", "H", "H", "H", "H", "H"], "coordinates": [[-1.240176, -0.266130, -0.165321], [1.017584, -1.326702, -0.465980], [0.748958, 1.619058, -0.206895], [0.158092, -0.348158, 0.349939], [-2.123724, 0.010375, 0.671142], [0.264740, -0.492346, 1.703687], [-1.343988, -0.290281, -1.246339], [0.320055, -1.733995, -1.198393], [1.802748, -0.791107, -1.026491], [1.555362, -2.152098, -0.006280], [-0.098727, 2.105048, -0.783004], [0.974544, 2.093982, 0.687260], [1.552572, 1.536762, -0.824660], [-3.130716, 0.054927, 0.320083], [-0.457318, -0.019339, 2.191253]], "atomic_forces_ev_per_a": [[0.941, 0.804, 0.109], [0.214, 0.885, -0.787], [-4.355, -2.724, -0.214], [1.211, 2.306, -0.795], [-3.003, -0.159, 0.522], [-0.113, 0.334, 0.465], [-0.205, -0.315, -0.217], [0.333, -0.320, -0.216], [-0.415, -0.130, 0.169], [-0.477, 0.107, 0.761], [0.876, -0.619, 0.948], [0.202, 0.749, 1.733], [2.382, -0.496, -1.654], [1.948, 0.093, 0.239], [0.462, -0.517, -1.062]]}

{"formula": "C4H9NO", "method": "ωB97M-V/def2-TZVPD", "total_energy_ha": -287.7643, "fmax_ha_per_bohr": 0.03876, "homo_ev": -8.931, "smiles": "CC[C@@H](N)C=O", "orbital_gap_ev": 9.892, "total_charge": 0, "lumo_ev": 0.9609, "species": ["C", "C", "C", "N", "C", "O", "H", "H", "H", "H", "H", "H", "H", "H", "H"], "coordinates": [[1.238242, 0.022517, 1.487993], [0.823533, -0.455747, 0.063003], [-0.620094, 0.007753, -0.188422], [-0.662927, 1.342506, -0.768471], [-1.337087, -0.839024, -1.226760], [-2.435822, -0.573192, -1.655682], [0.801217, -0.680422, 2.196871], [0.750904, 0.970896, 1.722326], [2.328345, -0.051668, 1.521700], [0.763236, -1.544316, 0.067976], [1.450596, -0.053303, -0.730781], [-1.178142, -0.071758, 0.759181], [-1.098596, 2.150080, -0.360545], [0.128593, 1.583741, -1.324523], [-0.951999, -1.808064, -1.563863]], "atomic_forces_ev_per_a": [[-0.257, -0.978, -1.138], [-1.397, 0.388, 1.198], [0.312, 0.686, -0.937], [-0.059, 0.380, 0.381], [-1.811, -0.830, 0.044], [0.452, 0.304, 0.195], [0.212, -0.143, 0.122], [0.791, 0.302, -0.142], [-0.195, 0.621, 0.606], [0.619, -0.104, -0.296], [0.221, -0.296, 0.016], [-0.043, 0.180, -0.387], [-0.099, -0.389, 0.374], [0.372, 0.077, -0.109], [0.883, -0.199, 0.075]]}

{"formula": "C4H9NO", "method": "ωB97M-V/def2-TZVPD", "total_energy_ha": -287.8258, "fmax_ha_per_bohr": 0.00599, "homo_ev": -9.605, "smiles": "CCNC(C)=O", "orbital_gap_ev": 10.529, "total_charge": 0, "lumo_ev": 0.9233, "species": ["C", "C", "N", "C", "C", "O", "H", "H", "H", "H", "H", "H", "H", "H", "H"], "coordinates": [[-2.121543, 0.445289, 0.112490], [-1.203720, -0.462745, -0.697953], [0.185375, -0.040581, -0.657099], [1.036036, -0.468137, 0.320246], [2.419008, 0.156750, 0.301610], [0.718920, -1.305353, 1.149319], [-3.159036, 0.101710, 0.051713], [-2.086259, 1.476815, -0.255734], [-1.818226, 0.441188, 1.163115], [-1.240337, -1.482614, -0.307376], [-1.517458, -0.495851, -1.746075], [0.465498, 0.739106, -1.230913], [2.569770, 0.873039, -0.511426], [3.164044, -0.638505, 0.217388], [2.586902, 0.660402, 1.257426]], "atomic_forces_ev_per_a": [[-0.037, 0.039, 0.060], [-0.091, -0.095, -0.069], [0.070, 0.039, 0.087], [0.025, -0.009, 0.031], [0.059, 0.004, 0.035], [0.054, 0.209, -0.220], [0.128, 0.024, 0.008], [0.011, -0.138, 0.041], [-0.042, 0.010, -0.114], [0.019, 0.140, -0.044], [0.026, 0.006, 0.109], [0.008, -0.128, 0.081], [-0.063, -0.111, 0.104], [-0.123, 0.076, 0.008], [-0.045, -0.067, -0.115]]}

- Number 1 is which compound?
  C4H9NO